[1]
21
Properties=species:S:1:pos:R:3 method="wB97M-V/def2-TZVPD" smiles="C/N=C/C(C)(C)CO" e_above_lowest_kcal_mol=38.0 charge=0 homo_ha=-0.342 homo_lumo_gap_ev=10.19
O 1.65 1.58 -0.81
N 1.28 -0.85 0.50
C -0.01 -0.80 0.37
C -0.65 0.40 -0.24
C 0.49 0.99 -1.35
C -0.86 1.50 0.80
C 1.78 -2.05 1.16
C -1.97 0.03 -0.90
H 0.77 0.16 -2.00
H -1.20 2.43 0.34
H 0.07 1.72 1.35
H 2.66 -1.79 1.77
H -0.64 -1.68 0.58
H -2.74 -0.22 -0.15
H -1.86 -0.84 -1.55
H -0.03 1.78 -1.89
H 2.09 -2.79 0.42
H -1.62 1.20 1.54
H -2.37 0.85 -1.50
H 2.08 0.88 -0.28
H 1.07 -2.52 1.85

[2]
21
Properties=species:S:1:pos:R:3 method="wB97M-V/def2-TZVPD" e_above_lowest_kcal_mol=56.0 charge=0 homo_ha=-0.314 homo_lumo_gap_ev=9.40
O 1.61 0.55 -0.56
N -2.51 -1.42 -0.65
C -0.67 -0.41 0.35
C 1.52 -0.39 1.67
C -0.58 -0.55 -2.25
C 0.51 1.84 1.07
C -1.11 -0.62 -0.86
C 0.81 0.42 0.59
H -3.20 -0.79 -0.23
H 0.01 2.41 0.28
H 0.41 -0.12 -2.33
H 2.49 0.07 1.93
H -1.22 -0.48 1.28
H -0.12 1.84 1.96
H 1.75 -1.40 1.30
H 0.93 -0.47 2.58
H -1.26 0.04 -2.87
H -2.85 -1.74 -1.56
H 2.55 0.41 -0.35
H -0.52 -1.56 -2.67
H 1.44 2.37 1.32

[3]
21
Properties=species:S:1:pos:R:3 method="wB97M-V/def2-TZVPD" spin_multiplicity=2 e_above_lowest_kcal_mol=87.5 charge=+1 homo_ha="-0.494 / -0.489" homo_lumo_gap_ev="10.50 / 4.90"
O -2.05 -0.71 -1.17
N 1.34 -0.18 -0.94
C 0.57 1.05 1.97
C 1.16 0.47 -2.34
C 0.25 -0.34 1.32
C 0.02 -0.29 -0.25
C -0.97 -1.47 -0.57
C -0.45 1.64 2.63
H -2.83 -1.02 -1.45
H -0.61 -2.25 -1.28
H -1.25 1.06 2.95
H 1.77 -1.13 -1.19
H -0.50 0.71 -0.58
H 0.93 -1.19 1.72
H 1.85 0.08 -3.01
H -0.44 2.62 3.08
H 0.18 0.50 -2.78
H -1.36 -1.99 0.33
H -0.70 -0.66 1.73
H 1.61 1.53 1.91
H 1.47 1.55 -2.08

[4]
21
Properties=species:S:1:pos:R:3 method="wB97M-V/def2-TZVPD" spin_multiplicity=2 e_above_lowest_kcal_mol=173.4 charge=+1 homo_ha="-0.448 / -0.445" homo_lumo_gap_ev="3.76 / 3.68"
O -0.64 0.19 2.01
N 0.52 2.17 0.33
C -0.76 -2.98 1.55
C -1.03 1.37 -1.46
C -0.53 2.69 -2.07
C 0.58 -2.93 0.94
C 1.51 -2.00 0.47
C 0.33 1.86 -0.99
H 1.24 1.32 -1.43
H -0.20 -0.58 1.70
H -1.40 -3.72 0.98
H 0.80 -3.97 0.61
H 1.48 -0.90 0.57
H -0.25 0.94 1.71
H 2.40 -2.40 0.10
H -1.39 1.06 -0.46
H -0.73 3.67 -1.72
H -1.18 0.56 -2.24
H 0.04 2.61 -3.08
H 0.50 3.18 0.57
H -1.27 -2.14 1.93

[5]
22
Properties=species:S:1:pos:R:3 method="wB97M-V/def2-TZVPD" smiles="CC(=O)CO.C=NCC" e_above_lowest_kcal_mol=50.8 charge=0 homo_ha=-0.346 homo_lumo_gap_ev=10.18
O -0.23 -0.21 1.97
O 0.40 3.27 1.95
N 0.49 -0.69 -1.35
C 1.49 -1.42 -1.48
C -0.63 1.13 2.07
C -0.68 -0.92 -2.17
C 1.65 1.46 0.99
C 0.50 2.09 1.71
C -1.78 -1.28 -1.18
H 1.55 -2.27 -2.17
H 2.41 2.20 0.76
H -1.56 -0.53 -0.36
H -1.62 -2.28 -0.76
H -1.47 1.36 1.39
H -0.53 -1.73 -2.91
H 1.27 0.99 0.08
H -2.76 -1.21 -1.64
H 2.36 -1.25 -0.85
H -0.97 1.37 3.09
H -1.02 -0.77 1.90
H -0.92 0.03 -2.66
H 2.06 0.67 1.61

[6]
22
Properties=species:S:1:pos:R:3 method="wB97M-V/def2-TZVPD" e_above_lowest_kcal_mol=89.2 charge=0 homo_ha=-0.276 homo_lumo_gap_ev=8.30
O -1.13 -0.61 -0.74
O -0.59 2.17 0.31
N 0.85 0.40 0.45
C 0.37 -0.97 -0.80
C -1.67 0.07 -1.85
C -0.38 1.10 0.81
C 1.14 -0.90 -1.91
C 1.73 -0.12 1.50
C -1.18 0.49 1.93
H -2.20 0.87 1.87
H 0.41 -1.87 -0.21
H 2.62 -0.51 1.02
H -0.74 0.79 2.89
H 1.21 -0.94 2.02
H -1.28 -0.34 -2.79
H 1.73 -1.75 -2.21
H 1.37 1.02 -0.18
H 1.12 -0.05 -2.57
H -1.43 1.15 -1.81
H -2.75 -0.06 -1.83
H 1.98 0.65 2.23
H -1.20 -0.59 1.87

[7]
22
Properties=species:S:1:pos:R:3 method="wB97M-V/def2-TZVPD" e_above_lowest_kcal_mol=85.6 charge=0 homo_ha=-0.299 homo_lumo_gap_ev=8.62
O 0.90 0.84 0.34
O 0.66 -1.28 1.21
N -1.34 -0.10 2.16
C 2.22 1.10 0.81
C -2.17 0.01 1.19
C 1.00 -1.08 -1.21
C -1.02 0.39 -1.90
C 0.67 -0.53 0.13
C -0.47 -0.73 -1.05
H -0.42 1.29 -1.76
H -2.05 0.62 -1.65
H 2.41 0.58 1.75
H -2.53 0.96 0.81
H -1.11 -1.60 -0.95
H 1.27 -2.12 -1.25
H 1.57 -0.44 -1.87
H 2.96 0.79 0.07
H 2.29 2.18 0.96
H -2.59 -0.90 0.78
H -0.97 0.79 2.49
H -0.29 -0.90 1.88
H -1.00 0.13 -2.96

[8]
22
Properties=species:S:1:pos:R:3 method="wB97M-V/def2-TZVPD" e_above_lowest_kcal_mol=159.7 charge=0 homo_ha="-0.267 / -0.311" homo_lumo_gap_ev="5.61 / 8.05"
O 1.53 -0.15 -1.93
O -1.00 -0.05 0.50
N 1.26 1.06 1.15
C 0.14 1.99 -0.72
C 1.77 -1.58 -0.05
C 0.46 0.77 0.13
C -1.54 0.06 1.81
C -1.42 -0.81 -1.31
C 1.25 -0.36 -0.78
H -0.30 2.76 -0.10
H 1.15 -1.83 0.81
H -0.80 -0.72 -2.19
H 1.36 0.26 1.78
H 2.79 -1.39 0.28
H -2.25 -0.12 -1.30
H -2.18 -0.82 1.90
H 1.78 -2.43 -0.73
H -2.12 0.98 1.93
H -0.81 0.11 2.63
H -1.62 -1.85 -1.09
H -0.51 1.74 -1.55
H 1.06 2.36 -1.17

[9]
22
Properties=species:S:1:pos:R:3 method="wB97M-V/def2-TZVPD" e_above_lowest_kcal_mol=124.8 charge=0 homo_ha="-0.251 / -0.280" homo_lumo_gap_ev="7.55 / 8.25"
O -1.83 -1.85 -0.47
O -0.78 0.21 -0.81
N 1.00 1.73 2.86
C 1.28 2.18 0.37
C -1.23 0.91 0.29
C 0.00 -1.62 -2.05
C 1.09 1.55 1.66
C 0.31 -1.61 0.47
C -0.59 -1.22 -0.70
H 0.88 2.67 3.26
H -0.67 -1.31 -2.85
H -0.16 -1.37 1.42
H -1.86 1.74 -0.01
H 0.49 -2.68 0.43
H 1.26 -1.08 0.41
H 0.97 -1.14 -2.20
H -2.42 -1.64 -1.21
H 2.03 2.99 0.38
H 0.12 -2.70 -2.08
H 1.48 1.47 -0.43
H -1.59 0.33 1.13
H 0.21 2.46 0.13

[10]
23
Properties=species:S:1:pos:R:3 method="wB97M-V/def2-TZVPD" e_above_lowest_kcal_mol=94.9 charge=0 homo_ha=-0.334 homo_lumo_gap_ev=9.73
S 1.63 -0.80 -0.93
O -2.06 0.32 0.33
O 2.34 0.21 -1.71
N 2.46 -1.11 0.53
C 0.72 1.23 0.53
C -1.09 -0.46 -0.24
C 0.39 0.08 -0.10
C -1.35 -0.61 -1.76
C 0.12 2.58 1.04
C -1.12 -1.84 0.43
H 0.88 3.18 1.12
H -1.67 1.14 0.65
H 1.81 1.15 0.47
H -0.62 2.50 1.95
H 3.48 -1.53 0.58
H -0.51 -0.61 -2.53
H -1.99 -1.41 -2.01
H -2.09 -2.34 0.42
H -0.23 2.89 0.04
H -0.36 -2.54 0.15
H 1.99 -0.99 1.40
H -0.98 -1.51 1.45
H -1.76 0.44 -1.81

[11]
23
Properties=species:S:1:pos:R:3 method="wB97M-V/def2-TZVPD" e_above_lowest_kcal_mol=225.3 charge=0 homo_ha=-0.316 homo_lumo_gap_ev=9.11
O 2.56 -0.20 0.02
O 0.49 -0.59 2.40
O -0.53 -2.12 -0.85
N 0.17 1.53 0.14
C -0.44 -0.59 1.19
C -1.92 0.35 -0.60
C 0.40 -1.35 0.01
C 1.31 -0.46 -0.72
C 0.67 1.03 -0.91
C -1.03 0.77 0.79
H -1.15 -0.41 -1.19
H 0.77 1.76 0.99
H 0.10 0.49 2.82
H -1.77 1.48 1.54
H 1.54 1.85 -1.08
H 0.11 1.54 -2.01
H 1.50 -0.78 -1.57
H -2.97 -0.03 -0.20
H -1.26 -1.22 1.42
H 0.95 -2.00 0.67
H -0.06 -3.12 -1.19
H 2.68 0.86 -0.37
H -2.12 1.22 -1.33

[12]
23
Properties=species:S:1:pos:R:3 method="wB97M-V/def2-TZVPD" smiles="CCC[C@@H](C)COON=O" e_above_lowest_kcal_mol=151.9 charge=0 homo_ha=-0.381 homo_lumo_gap_ev=10.21
O 0.10 -4.92 2.30
O -0.06 -2.17 0.59
O -0.18 -3.60 0.64
N 0.56 -3.94 1.77
C 1.47 2.64 0.99
C -1.34 0.42 -1.72
C -0.42 -1.70 -0.69
C 0.48 0.54 0.06
C -0.75 -0.21 -0.46
C 0.21 1.99 0.43
H -1.28 -2.26 -1.09
H 1.25 0.50 -0.73
H 0.90 0.01 0.92
H -2.18 -0.18 -2.08
H 0.45 -1.80 -1.37
H -1.52 -0.17 0.33
H 1.82 2.09 1.87
H 2.27 2.64 0.24
H -1.72 1.42 -1.52
H 1.28 3.68 1.29
H -0.58 0.47 -2.51
H -0.14 2.54 -0.45
H -0.60 2.03 1.17

[13]
24
Properties=species:S:1:pos:R:3 method="wB97M-V/def2-TZVPD" smiles="CCOCCON(C)C(=O)O" e_above_lowest_kcal_mol=39.0 charge=0 homo_ha=-0.354 homo_lumo_gap_ev=10.32
O 2.16 -0.96 -0.29
O -3.95 0.16 1.18
O -0.75 0.08 -0.20
O -1.91 -0.38 2.00
N -2.15 0.14 -0.21
C -0.29 -1.26 -0.31
C 3.58 0.73 0.60
C -2.77 -0.01 1.02
C 1.03 -1.30 -1.05
C 2.17 0.37 0.20
C -2.60 1.28 -1.01
H 0.96 -0.67 -1.95
H 1.50 0.45 1.07
H 1.19 -2.33 -1.38
H 3.66 1.80 0.80
H -2.79 2.16 -0.38
H -1.03 -1.84 -0.86
H 4.27 0.47 -0.21
H 1.78 1.06 -0.56
H 3.88 0.18 1.48
H -2.41 -0.93 2.63
H -3.53 1.02 -1.51
H -1.83 1.49 -1.73
H -0.17 -1.70 0.68

[14]
21
Properties=species:S:1:pos:R:3 method="wB97M-V/def2-TZVPD" smiles="CC(=S)[C@@H](C)N(C)C" e_above_lowest_kcal_mol=27.5 charge=0 homo_ha=-0.299 homo_lumo_gap_ev=8.25
S -1.62 -0.77 -0.86
N 1.46 0.02 0.10
C 0.13 -1.15 1.78
C 1.96 1.29 -0.48
C -0.97 0.38 0.12
C -1.55 1.74 0.21
C 0.30 0.11 0.92
C 1.60 -1.01 -0.91
H 1.22 -1.98 -0.57
H -0.16 -2.02 1.21
H -1.85 1.80 1.28
H -0.63 -0.97 2.55
H 3.01 1.21 -0.72
H -2.43 1.88 -0.40
H 2.62 -1.18 -1.19
H -0.83 2.57 0.10
H 1.05 -0.80 -1.81
H 1.92 2.16 0.24
H 0.49 0.97 1.59
H 1.36 1.59 -1.35
H 1.07 -1.31 2.35

[15]
22
Properties=species:S:1:pos:R:3 method="wB97M-V/def2-TZVPD" e_above_lowest_kcal_mol=66.5 charge=-1 homo_ha=-0.139 homo_lumo_gap_ev=6.89
S 1.99 1.10 1.23
O -0.42 0.45 -2.24
O -1.81 -1.35 -2.58
C 2.27 -0.54 1.99
C 1.54 1.11 -0.47
C -1.39 -0.29 -2.06
C -2.57 0.15 -1.02
C 1.37 -0.71 3.24
C -3.14 -0.94 -0.14
H -2.28 -1.63 0.26
H -3.72 -0.48 0.73
H 3.33 -0.82 2.01
H 1.05 0.10 -0.61
H 1.08 -1.67 3.22
H 1.68 -1.25 1.22
H 0.89 2.02 -0.58
H 0.34 -0.11 3.57
H -3.40 -1.67 -0.89
H 2.22 1.25 -1.33
H -2.10 0.97 -0.43
H 1.91 -0.46 4.18
H -3.45 0.57 -1.72

[16]
23
Properties=species:S:1:pos:R:3 method="wB97M-V/def2-TZVPD" e_above_lowest_kcal_mol=25.9 charge=-1 homo_ha=-0.165 homo_lumo_gap_ev=7.65
Si 2.44 -0.36 0.75
O 1.29 -1.00 -0.04
O -5.26 -0.08 -0.08
O 3.92 -0.11 -0.06
C -1.23 1.16 -0.77
C -2.89 -0.14 0.55
C -2.06 -1.39 0.81
C -4.12 -0.07 0.21
C -1.92 0.98 0.53
C 4.32 -0.82 -1.09
H -1.90 1.72 -1.45
H 3.53 -1.46 -1.41
H 4.51 -0.18 -1.91
H -1.15 0.92 1.37
H -2.37 2.05 0.73
H -0.24 1.53 -0.63
H 5.23 -1.55 -1.07
H 2.12 0.95 1.28
H -1.14 -1.36 0.22
H -2.71 -2.27 0.65
H -1.76 -1.47 1.82
H -1.03 0.26 -1.25
H 2.95 -1.07 1.85

[17]
23
Properties=species:S:1:pos:R:3 method="wB97M-V/def2-TZVPD" spin_multiplicity=5 e_above_lowest_kcal_mol=0.0 charge=0 homo_ha="-0.273 / -0.352" homo_lumo_gap_ev="7.73 / 9.41"
V -7.05 -0.57 -0.35
O -6.10 0.71 -1.37
O -5.32 -1.63 -0.38
O -7.82 -2.15 0.37
C -0.60 -1.99 -0.99
C -4.79 0.33 -1.63
C -4.57 -1.15 -1.42
C -5.67 -3.02 -0.30
C -6.85 -3.10 0.67
C -0.21 -2.59 0.35
H -0.65 -2.02 1.18
H -0.07 -1.04 -1.18
H -4.07 0.89 -0.99
H -4.80 -3.61 0.04
H 0.88 -2.62 0.48
H -0.57 -3.62 0.45
H -3.85 -1.79 -1.92
H -7.24 -4.13 0.61
H -6.45 -2.97 1.70
H -0.35 -2.66 -1.82
H -5.96 -3.35 -1.31
H -4.48 0.56 -2.67
H -1.70 -1.76 -1.06

[18]
20
Properties=species:S:1:pos:R:3 method="wB97M-V/def2-TZVPD" e_above_lowest_kcal_mol=92.8 charge=0 homo_ha=-0.277 homo_lumo_gap_ev=8.57
C -0.76 0.47 -0.48
C -1.04 -0.91 -1.09
C 1.95 -0.23 0.58
C -0.05 1.37 -1.48
C -0.59 -0.49 1.89
C -0.07 0.49 0.87
H -0.60 -1.54 1.54
H -0.65 1.52 -2.39
H -0.02 -0.44 2.82
H -1.63 -0.24 2.13
H 1.66 -1.12 0.04
H 2.66 0.38 -0.01
H 2.39 -0.47 1.55
H -1.65 -1.55 -0.43
H -0.11 -1.45 -1.31
H 1.05 0.80 0.93
H 0.91 0.93 -1.79
H -1.59 -0.82 -2.04
H 0.16 2.35 -1.04
H -1.74 0.93 -0.27

[19]
50
Properties=species:S:1:pos:R:3 method="wB97M-V/def2-TZVPD" charge=-3 homo_ha=-0.100 homo_lumo_gap_ev=8.58
As 2.60 -2.35 -4.68
As -4.23 2.96 1.50
As -1.58 1.53 -3.00
S 2.66 2.31 3.64
F 2.70 -2.79 -2.93
F -5.76 3.76 1.92
F 1.19 -1.33 -4.23
F -1.01 2.31 -1.56
F -3.56 3.27 3.14
F -2.67 2.13 1.06
F 3.95 -3.41 -5.03
F -3.55 4.51 0.90
F 3.73 -0.98 -4.33
F -4.90 2.61 -0.13
F 1.07 0.13 4.21
F 2.66 -1.77 -6.39
F 0.05 1.24 -3.52
F -3.23 2.03 -2.36
F -1.73 -0.09 -2.17
F 2.98 -0.32 3.75
F 1.41 -3.71 -5.17
F 2.59 0.56 5.67
F -4.87 1.46 2.15
F -2.34 0.88 -4.51
F -1.47 3.19 -3.80
O 2.28 2.20 2.19
O 1.90 3.30 4.38
O -2.16 -1.93 1.41
O 4.09 2.49 3.95
N 0.60 -1.29 0.20
C 1.65 -0.44 -0.66
C 0.15 -2.35 -0.80
C 2.30 0.57 4.40
C -0.49 -0.29 0.73
C -1.43 -0.80 1.86
C 1.31 -2.04 1.36
H 1.04 0.01 -1.45
H 1.55 -1.36 2.19
H -0.25 -1.91 -1.71
H 0.98 -3.02 -1.06
H -0.54 -3.00 -0.26
H 2.01 0.47 -0.17
H -2.21 -0.05 1.95
H -1.04 0.12 -0.12
H -3.01 -2.00 1.83
H 0.62 -2.79 1.73
H 2.44 -1.08 -1.05
H 0.13 0.47 1.20
H -0.85 -0.91 2.77
H 2.23 -2.47 0.97

[20]
23
Properties=species:S:1:pos:R:3 method="wB97M-V/def2-TZVPD" spin_multiplicity=3 charge=+1 homo_ha="-0.458 / -0.457" homo_lumo_gap_ev="6.90 / 5.71"
Ni 0.43 -1.17 -2.19
S -1.79 -1.72 -1.13
C -0.62 1.29 -0.37
C -2.56 -0.32 -0.26
C 1.88 0.28 -0.58
C -1.55 0.49 0.57
C 2.01 -0.95 0.18
C 1.54 -1.12 1.47
B 0.94 1.43 0.10
H -3.31 -0.75 0.40
H 1.87 -0.56 2.33
H -1.03 2.30 -0.39
H -1.15 -2.38 -0.15
H -3.00 0.33 -1.00
H -1.02 -0.22 1.21
H -0.72 0.92 -1.40
H 2.90 0.69 -0.66
H 2.50 -1.81 -0.28
H 1.08 1.48 1.31
H 0.80 -1.90 1.63
H 1.57 0.05 -1.64
H -2.13 1.17 1.17
H 1.34 2.49 -0.33